# 1
{"formula": "C25H11F4I2N6OPt", "method": "wB97M-V/def2-TZVPD", "s2": 6.039, "charge": 3, "spin_multiplicity": 5, "e_tot_ha": -2475.95950, "max_force_ha_per_bohr": 0.0491, "species": ["Pt", "I", "C", "C", "C", "I", "C", "O", "C", "C", "N", "C", "C", "C", "C", "C", "C", "N", "C", "H", "H", "H", "H", "H", "H", "H", "H", "H", "H", "H", "F", "C", "C", "F", "C", "C", "C", "F", "C", "C", "C", "N", "C", "N", "F", "C", "C", "N", "C", "N"], "xyz": [[0.51354, 0.00692, 0.00787], [-3.56122, -1.39623, -6.32944], [-2.53813, -1.45502, -4.57044], [-1.91233, -2.64261, -4.15850], [-1.25448, -2.67692, -2.96256], [-0.28490, -4.39113, -2.34305], [-1.19655, -1.50128, -2.11165], [-0.58924, -1.57781, -0.99922], [-1.83243, -0.28993, -2.56753], [-1.91051, 0.90312, -1.66112], [-0.58674, 1.47440, -1.28985], [0.28696, 1.84311, -2.42425], [1.24914, 0.73861, -2.76521], [1.82218, 0.60206, -4.01202], [2.74422, -0.41136, -4.22378], [3.06333, -1.27368, -3.18266], [2.45247, -1.09048, -1.96425], [1.56742, -0.09279, -1.76210], [-2.48204, -0.28724, -3.76298], [-1.95038, -3.52312, -4.78503], [-2.41581, 0.63022, -0.73480], [-2.50662, 1.67935, -2.14334], [-0.74477, 2.28999, -0.70856], [0.85223, 2.73265, -2.14443], [-0.31265, 2.09941, -3.29811], [1.55257, 1.28628, -4.80673], [3.20812, -0.52977, -5.19418], [3.77217, -2.07959, -3.31278], [2.65691, -1.74195, -1.12744], [-2.99340, 0.60687, -4.10028], [1.41904, -0.35445, 4.42393], [0.75060, -0.12375, 5.54210], [1.40929, -0.17460, 6.73089], [2.68542, -0.45264, 6.73410], [0.72250, 0.07223, 7.96957], [-0.67248, 0.36663, 7.88834], [-1.32708, 0.40208, 6.68149], [-2.60687, 0.67778, 6.67672], [-0.63794, 0.16553, 5.46172], [-1.31442, 0.21910, 4.21410], [-0.67152, 0.07992, 2.93377], [-0.24720, 0.05339, 1.87326], [-2.70778, 0.40421, 4.08934], [-3.84123, 0.52154, 3.88469], [-1.35755, 0.61195, 8.96782], [1.38866, 0.02801, 9.20214], [0.74728, 0.27936, 10.43960], [0.29305, 0.48392, 11.48286], [2.76927, -0.27287, 9.32211], [3.88635, -0.51459, 9.49021]], "forces_ev_per_angstrom": [[0.2, 0.4, 0.2], [0.2, -0.2, 0.3], [-0.4, 0.5, -0.4], [-0.5, -0.4, -1.1], [0.8, -0.2, 1.4], [-0.5, 0.7, -0.3], [0.7, -0.2, 1.1], [-0.7, -0.5, -0.9], [0.0, -0.1, 0.0], [0.2, 0.3, 0.1], [0.0, -0.2, 0.1], [-0.1, 0.1, 0.0], [0.0, 0.0, 0.3], [0.1, 0.0, -0.2], [0.0, 0.0, -0.1], [0.0, -0.1, -0.1], [-0.2, 0.2, -0.1], [0.4, -0.3, -0.1], [0.0, -0.2, -0.1], [-0.1, 0.0, -0.1], [0.0, 0.0, 0.1], [0.0, 0.0, 0.0], [-0.1, 0.1, 0.0], [0.0, 0.0, 0.0], [0.0, 0.1, 0.0], [0.0, 0.0, 0.0], [0.0, 0.0, 0.0], [0.0, 0.0, 0.0], [0.0, 0.0, 0.1], [0.0, 0.0, 0.0], [0.2, -0.1, -0.5], [0.3, 0.1, 1.1], [-0.5, 0.0, -0.8], [0.3, -0.1, 0.0], [1.1, -0.1, 1.8], [-0.8, 0.1, -1.3], [0.9, -0.1, 1.2], [-0.5, 0.1, -0.1], [-0.6, 0.0, -1.5], [1.4, -0.3, 0.1], [-0.8, 0.4, 2.4], [0.3, -0.1, -1.2], [-1.6, 0.1, -0.4], [1.0, -0.1, 0.1], [-0.1, 0.0, 0.3], [-0.8, 0.0, -1.5], [-0.4, 0.2, 1.0], [0.3, -0.1, -0.7], [1.0, -0.2, 0.2], [-0.7, 0.1, -0.1]]}


# 2
{"formula": "C12H14AsF6HfNO7S3", "method": "wB97M-V/def2-TZVPD", "charge": 2, "spin_multiplicity": 1, "e_above_lowest_kcal_mol": 35.5, "max_force_ha_per_bohr": 0.0369, "species": ["Hf", "F", "C", "F", "F", "S", "O", "O", "N", "S", "O", "O", "C", "F", "F", "F", "C", "As", "C", "C", "O", "H", "H", "H", "H", "H", "H", "H", "H", "H", "O", "C", "O", "C", "C", "C", "C", "S", "C", "C", "H", "H", "H", "H", "H"], "xyz": [[-0.50497, -0.73243, 0.31437], [0.02444, -3.89032, 3.24127], [0.20379, -2.61660, 3.46619], [0.76484, -2.39885, 4.61993], [0.99746, -2.09178, 2.48699], [-1.42916, -1.66469, 3.41495], [-1.06438, -0.54510, 2.50346], [-1.82665, -1.35084, 4.72458], [-2.50658, -2.59188, 2.67214], [-2.36395, -2.61410, 1.14204], [-2.63838, -1.30914, 0.44687], [-0.97781, -2.91167, 0.69604], [-3.55045, -3.94601, 0.52264], [-3.38053, -3.97542, -0.77636], [-3.18805, -5.06043, 1.09370], [-4.75902, -3.58625, 0.85538], [-2.44751, 2.19659, -1.58983], [-1.41885, 2.62110, -0.03608], [-0.35987, 4.18521, -0.29018], [-2.52642, 2.73606, 1.51536], [-0.32924, 1.30040, 0.24843], [-3.09192, 3.04841, -1.81097], [-3.06538, 1.31941, -1.40241], [-1.77847, 2.01676, -2.42946], [-1.02812, 5.02511, -0.48080], [0.29738, 4.03400, -1.14458], [0.22366, 4.37195, 0.60944], [-3.19424, 3.59175, 1.41281], [-1.89504, 2.86910, 2.39216], [-3.11838, 1.82641, 1.60569], [6.24325, 0.69485, -2.78068], [5.41299, 0.81824, -1.74321], [5.77440, 1.26044, -0.69355], [4.00920, 0.27789, -1.89039], [3.30580, 0.23729, -3.08947], [1.98412, -0.18330, -3.13102], [1.34733, -0.61364, -1.97118], [-0.35020, -1.16121, -2.08179], [2.07512, -0.57225, -0.77997], [3.38015, -0.12030, -0.71861], [5.88996, 0.14269, -3.48896], [3.76891, 0.56846, -4.01118], [1.44700, -0.19496, -4.06981], [1.72336, -0.94553, 0.20924], [3.92044, -0.06538, 0.21683]], "forces_ev_per_angstrom": [[0.5, 1.6, -0.9], [0.0, 0.0, 0.0], [0.0, 0.0, 0.1], [0.0, 0.0, 0.0], [-0.1, -0.1, 0.0], [-0.1, -0.1, 0.4], [0.2, 0.1, -0.5], [0.0, 0.1, 0.0], [-0.1, 0.0, -0.1], [0.1, -0.1, 0.1], [0.0, 0.2, -0.2], [0.3, -0.1, 0.1], [0.0, 0.0, 0.0], [0.0, 0.0, 0.0], [0.0, 0.0, 0.0], [0.0, 0.0, 0.0], [0.0, 0.1, 0.0], [0.0, 0.2, 0.1], [0.0, -0.1, 0.0], [0.0, 0.1, -0.1], [-0.8, -1.6, 0.2], [0.0, 0.0, 0.0], [0.0, 0.0, 0.0], [0.0, 0.0, 0.0], [0.0, 0.0, 0.0], [0.0, 0.0, 0.0], [0.0, 0.0, 0.0], [0.0, 0.0, 0.0], [0.0, 0.0, 0.0], [0.0, 0.0, 0.0], [0.0, 0.2, -0.1], [0.1, -0.6, 0.3], [0.0, 0.3, -0.1], [-0.1, 0.2, -0.1], [0.0, 0.0, 0.0], [0.0, 0.0, 0.0], [0.0, 0.1, 0.0], [-0.1, -0.1, 0.7], [-0.1, -0.1, 0.3], [0.0, 0.1, 0.0], [0.0, 0.0, 0.0], [0.0, 0.0, 0.0], [0.0, 0.0, 0.0], [0.0, -0.3, -0.1], [0.0, 0.0, 0.0]]}


# 3
{"formula": "C5H10ClN2", "method": "wB97M-V/def2-TZVPD", "charge": 1, "spin_multiplicity": 1, "e_above_lowest_kcal_mol": 119.0, "smiles": "[H]/N=C/C(Cl)=C/[NH+](C)C", "max_force_ha_per_bohr": 0.1655, "species": ["H", "N", "C", "C", "Cl", "C", "N", "C", "C", "H", "H", "H", "H", "H", "H", "H", "H", "H"], "xyz": [[-2.30384, -2.05890, 3.67390], [-2.10043, -1.87314, 2.70662], [-1.19258, -1.11022, 2.37160], [-0.97880, -0.80861, 0.90590], [-2.13671, -1.22194, -0.20140], [0.31523, 0.21805, 0.45193], [0.27440, 0.72628, -0.88884], [1.36278, 1.74464, -1.02100], [0.39624, -0.38093, -1.88593], [-0.49351, -0.65997, 3.02332], [1.20322, 0.24967, 1.11933], [-0.54699, 1.19221, -1.04986], [1.14220, 2.26105, -1.93497], [1.42803, 2.30917, -0.16660], [2.37746, 1.18422, -1.04971], [1.36782, -0.80082, -1.65772], [-0.39907, -1.14892, -1.57340], [0.28455, 0.17818, -2.82315]], "forces_ev_per_angstrom": [[0.5, 0.1, 0.5], [-1.9, -1.0, -0.7], [1.1, 0.3, -1.5], [5.8, 4.7, -0.5], [-0.9, -0.1, -0.1], [-5.8, -5.1, 3.5], [3.4, -1.4, 1.5], [1.9, -2.8, -1.9], [-0.9, -0.3, 0.8], [0.9, 0.7, 0.7], [-0.8, 0.3, -0.9], [-3.0, 1.4, -0.3], [0.4, 0.6, -0.3], [-0.4, 1.7, 1.8], [-1.8, 0.8, -0.4], [0.2, -0.1, -0.7], [1.3, 1.3, -1.4], [0.1, -1.1, -0.3]]}